No. 1
The following is a quantum chemistry calculation of 2 unconnected molecules or ions with the total composition C16H17N, from the Open Molecules 2025 dataset.

```
! RIJCOSX wB97M-V def2-TZVPD def2/J DEFGRID3
* xyz -1 2
C -1.855 3.281 1.069
C 0.440 2.328 1.683
C -0.949 2.266 1.898
C 1.203 1.554 2.527
C 0.699 0.524 3.344
C -1.398 1.155 2.574
C -0.644 0.264 3.307
H 0.736 3.047 0.916
H 2.176 1.762 2.496
H -1.208 4.018 0.813
H -2.810 3.328 1.575
H 1.439 -0.069 3.856
H -2.499 1.078 2.821
H -1.184 -0.503 3.881
H -2.251 2.610 0.248
C 2.505 0.033 -2.575
C 0.494 -1.245 -1.566
C 1.464 -0.954 -2.591
C -0.241 -2.353 -1.976
C 1.426 -1.902 -3.609
C 0.032 -0.503 -0.432
C -1.077 -0.926 0.213
C -1.659 -2.190 -0.072
C -1.261 -2.876 -1.224
N 0.268 -2.778 -3.335
H 0.593 0.379 0.057
H -1.341 -0.104 0.876
H -2.543 -2.490 0.487
H 2.283 0.584 -3.465
H 3.574 -0.315 -2.635
H 2.102 -2.067 -4.406
H 0.337 -3.749 -3.630
H -1.556 -3.898 -1.374
H 2.704 0.711 -1.749
*
```

Its HOMO energy (spin up / spin down) is 0.70 / -2.79 eV. For the LUMO energy (spin up / spin down), the calculation gives 3.27 / 3.24 eV. For the frontier orbital gap (spin up / spin down), the calculation gives 2.6 / 6.0 eV. The calculation puts the energy above the lowest of the compared OMol25 structures with the same formula, charge and spin at 290.6 kJ/mol. The expectation value of S² is 0.78. The molar mass is 223.32 Da.

---

No. 2
The following is a quantum chemistry calculation of a single C3H7N3S2 molecule, from the Open Molecules 2025 dataset.

```
! RIJCOSX wB97M-V def2-TZVPD def2/J DEFGRID3
* xyz 0 1
H -0.450 -1.982 1.326
N -0.531 -2.141 0.342
C -0.007 -1.090 -0.250
S 0.531 -1.292 -1.944
C -0.333 0.109 -2.701
S 0.023 0.532 -4.178
N 0.074 0.171 0.406
C -0.396 0.393 1.792
N 1.075 0.971 0.015
H -1.223 0.493 -1.990
H -0.781 1.483 1.903
H 0.416 0.189 2.561
H -1.210 -0.439 2.011
H 2.006 0.706 0.478
H 0.806 1.896 0.226
*
```

Its HOMO energy is -8.69 eV. The SMILES is [H]/N=C(/SC=S)N(C)N. For the LUMO energy, the calculation gives -0.19 eV. For the frontier orbital gap, the calculation gives 8.5 eV. The calculation puts the energy above the lowest of the compared OMol25 structures with the same formula, charge and spin at 319.0 kJ/mol. The molar mass is 149.24 Da.

---

No. 3
The following is a quantum chemistry calculation of 2 unconnected molecules or ions with the total composition C23H27BO6, from the Open Molecules 2025 dataset.

```
! RIJCOSX wB97M-V def2-TZVPD def2/J DEFGRID3
* xyz 0 1
C -0.453 -2.723 -7.081
C -0.152 -2.253 -5.690
C 0.362 -3.157 -4.748
C 0.577 -2.737 -3.456
C 0.367 -1.396 -3.074
C 0.704 -0.960 -1.741
C 0.296 0.213 -1.198
C 0.792 0.641 0.136
C 0.620 2.088 0.520
C 1.065 2.439 1.790
C 0.759 3.674 2.332
C 0.102 4.631 1.558
C -0.160 5.975 2.131
C -0.317 4.299 0.265
C -0.054 3.039 -0.261
C -0.176 -0.509 -4.031
C -0.423 -0.928 -5.330
H -0.913 -1.924 -7.687
H 0.466 -3.045 -7.601
H -1.138 -3.591 -7.106
H 0.610 -4.174 -5.049
H 0.971 -3.414 -2.706
H 1.306 -1.655 -1.139
H -0.539 0.793 -1.624
H 1.849 0.358 0.276
H 0.304 0.084 0.897
H 1.658 1.703 2.340
H 1.025 3.878 3.369
H -0.598 6.662 1.409
H -0.840 5.917 2.986
H 0.747 6.458 2.502
H -0.888 5.019 -0.324
H -0.380 2.790 -1.284
H -0.333 0.526 -3.747
H -0.783 -0.225 -6.087
C -2.269 -3.621 0.574
C -1.083 -2.761 0.819
O -0.012 -2.923 0.269
O -1.331 -1.691 1.645
B -0.352 -1.106 2.414
O -0.584 -0.128 3.334
C -1.502 0.891 3.329
C -1.826 1.335 4.706
O -1.880 1.414 2.303
O 0.875 -1.756 2.495
C 2.171 -1.293 2.665
C 2.901 -2.155 3.639
O 2.678 -0.421 1.977
H -3.154 -3.322 1.137
H -2.496 -3.645 -0.499
H -1.994 -4.653 0.823
H -1.202 0.876 5.478
H -1.783 2.422 4.772
H -2.875 1.079 4.881
H 2.637 -3.222 3.550
H 3.978 -2.018 3.489
H 2.666 -1.800 4.654
*
```

Its HOMO energy is -7.55 eV. The SMILES is Cc1ccc(/C=C/Cc2ccc(C)cc2)cc1.CC(=O)OB(OC(C)=O)OC(C)=O. For the LUMO energy, the calculation gives 0.31 eV. For the frontier orbital gap, the calculation gives 7.9 eV. The molar mass is 410.27 Da.

---

Repeat the third record exactly.
The following is a quantum chemistry calculation of 2 unconnected molecules or ions with the total composition C23H27BO6, from the Open Molecules 2025 dataset.

```
! RIJCOSX wB97M-V def2-TZVPD def2/J DEFGRID3
* xyz 0 1
C -0.453 -2.723 -7.081
C -0.152 -2.253 -5.690
C 0.362 -3.157 -4.748
C 0.577 -2.737 -3.456
C 0.367 -1.396 -3.074
C 0.704 -0.960 -1.741
C 0.296 0.213 -1.198
C 0.792 0.641 0.136
C 0.620 2.088 0.520
C 1.065 2.439 1.790
C 0.759 3.674 2.332
C 0.102 4.631 1.558
C -0.160 5.975 2.131
C -0.317 4.299 0.265
C -0.054 3.039 -0.261
C -0.176 -0.509 -4.031
C -0.423 -0.928 -5.330
H -0.913 -1.924 -7.687
H 0.466 -3.045 -7.601
H -1.138 -3.591 -7.106
H 0.610 -4.174 -5.049
H 0.971 -3.414 -2.706
H 1.306 -1.655 -1.139
H -0.539 0.793 -1.624
H 1.849 0.358 0.276
H 0.304 0.084 0.897
H 1.658 1.703 2.340
H 1.025 3.878 3.369
H -0.598 6.662 1.409
H -0.840 5.917 2.986
H 0.747 6.458 2.502
H -0.888 5.019 -0.324
H -0.380 2.790 -1.284
H -0.333 0.526 -3.747
H -0.783 -0.225 -6.087
C -2.269 -3.621 0.574
C -1.083 -2.761 0.819
O -0.012 -2.923 0.269
O -1.331 -1.691 1.645
B -0.352 -1.106 2.414
O -0.584 -0.128 3.334
C -1.502 0.891 3.329
C -1.826 1.335 4.706
O -1.880 1.414 2.303
O 0.875 -1.756 2.495
C 2.171 -1.293 2.665
C 2.901 -2.155 3.639
O 2.678 -0.421 1.977
H -3.154 -3.322 1.137
H -2.496 -3.645 -0.499
H -1.994 -4.653 0.823
H -1.202 0.876 5.478
H -1.783 2.422 4.772
H -2.875 1.079 4.881
H 2.637 -3.222 3.550
H 3.978 -2.018 3.489
H 2.666 -1.800 4.654
*
```

Its HOMO energy is -7.55 eV. The SMILES is Cc1ccc(/C=C/Cc2ccc(C)cc2)cc1.CC(=O)OB(OC(C)=O)OC(C)=O. For the LUMO energy, the calculation gives 0.31 eV. For the frontier orbital gap, the calculation gives 7.9 eV. The molar mass is 410.27 Da.